--- w ---
Density functional theory data (the ωB97M-V functional and the def2-TZVPD basis) for an isolated molecule of C4HNO2.

- LUMO energy (spin up / spin down) (eV) = -1.838 / -2.078
- multiplicity = 1
- Kohn-Sham gap (spin up / spin down) (eV) = 8.12 / 7.59

XYZ file:
```
8
C4HNO2 (the ωB97M-V functional and the def2-TZVPD basis)
C -1.31 1.14 0.68
C 0.09 1.36 0.47
C 1.18 -0.90 -0.57
C 0.61 -2.01 -0.86
N -2.42 0.83 0.83
O 0.98 0.32 0.03
O 0.50 -3.14 -1.11
H 0.36 2.39 0.54
```

--- x ---
Density functional theory data (the ωB97M-V functional and the def2-TZVPD basis) for an isolated molecule of C4HNO2.

- LUMO energy (spin up / spin down) (eV) = -1.645 / -1.646
- multiplicity = 1
- Kohn-Sham gap (spin up / spin down) (eV) = 7.34 / 7.34

XYZ file:
```
8
C4HNO2 (the ωB97M-V functional and the def2-TZVPD basis)
O -0.03 2.48 1.80
C 0.72 1.88 1.10
N -0.04 1.31 0.06
C 0.16 0.05 -0.01
C 1.53 -0.07 0.55
O 2.69 0.24 0.31
C 1.94 0.99 1.46
H -0.50 -0.71 -0.23
```

--- y ---
Density functional theory data (the ωB97M-V functional and the def2-TZVPD basis) for a cluster of 2 separate species, C4HNO2 in total.

- LUMO energy (eV) = 0.539
- multiplicity = 1
- Kohn-Sham gap (eV) = 10.43

XYZ file:
```
8
C4HNO2 (the ωB97M-V functional and the def2-TZVPD basis)
C -0.14 -1.10 -0.06
C 1.05 -1.24 0.01
C 1.75 2.83 0.05
C -2.43 -0.36 0.04
N -1.44 -0.99 -0.16
O 2.60 2.08 -0.04
O -3.47 0.13 0.12
H 2.08 -1.36 0.05
```

Last place for stability: x

--- w ---
Density functional theory data (the ωB97M-V functional and the def2-TZVPD basis) for an isolated molecule of C3H6N2OS.

- LUMO energy (eV) = 0.589
- multiplicity = 1
- Kohn-Sham gap (eV) = 9.53

XYZ file:
```
13
C3H6N2OS (the ωB97M-V functional and the def2-TZVPD basis)
C -2.29 0.75 0.08
C -1.66 -0.41 -0.09
N -0.29 -0.70 -0.16
C 0.80 0.11 -0.12
S 0.82 1.77 -0.13
N 1.97 -0.62 -0.09
O 3.17 0.06 0.00
H -3.35 0.71 0.11
H -1.77 1.71 0.20
H -2.22 -1.32 -0.23
H -0.07 -1.68 -0.35
H 1.97 -1.38 0.58
H 2.92 0.99 0.20
```

--- x ---
Density functional theory data (the ωB97M-V functional and the def2-TZVPD basis) for an isolated molecule of C3H6N2OS.

- LUMO energy (eV) = 0.074
- multiplicity = 1
- Kohn-Sham gap (eV) = 8.80

XYZ file:
```
13
C3H6N2OS (the ωB97M-V functional and the def2-TZVPD basis)
C 1.29 -1.79 0.69
N 1.51 -1.02 -0.53
C 1.26 0.19 -0.76
N 0.24 0.96 -0.13
O 0.71 2.17 0.46
C -1.02 0.61 0.22
S -1.96 -0.64 -0.15
H 2.07 -2.58 0.79
H 0.30 -2.23 0.61
H 1.30 -1.12 1.56
H 1.82 0.89 -1.38
H 0.20 2.92 0.08
H -1.46 1.41 0.82
```

--- y ---
Density functional theory data (the ωB97M-V functional and the def2-TZVPD basis) for a cluster of 2 separate species, C3H6N2OS in total.

- LUMO energy (spin up / spin down) (eV) = -0.649 / -1.093
- multiplicity = 1
- Kohn-Sham gap (spin up / spin down) (eV) = 7.53 / 7.17

XYZ file:
```
13
C3H6N2OS (the ωB97M-V functional and the def2-TZVPD basis)
C -1.00 2.14 -0.39
C -0.70 0.87 -0.30
C -0.68 -0.49 -0.15
N -1.33 -0.90 1.08
N 2.38 -1.10 -0.34
O -0.15 -1.31 -0.90
S 1.95 -0.01 0.78
H -0.47 3.01 0.15
H -1.66 2.43 -1.08
H -1.45 -0.47 1.96
H -1.58 -1.83 1.18
H 3.15 -0.84 -0.95
H 1.55 -1.50 -1.03
```

--- z ---
Density functional theory data (the ωB97M-V functional and the def2-TZVPD basis) for an isolated molecule of C3H6N2OS.

- LUMO energy (eV) = 0.776
- multiplicity = 1
- Kohn-Sham gap (eV) = 10.55

XYZ file:
```
13
C3H6N2OS (the ωB97M-V functional and the def2-TZVPD basis)
H -1.65 1.32 1.55
N -1.16 0.39 1.60
C -0.48 0.20 0.56
N -0.45 0.95 -0.61
S -0.91 2.55 -0.69
C 0.44 -0.98 0.56
C 0.63 -1.73 -0.70
O 1.67 -0.93 -0.11
H 0.20 0.67 -1.31
H 0.11 3.07 -0.15
H 0.53 -1.51 1.46
H 0.83 -2.78 -0.64
H 0.24 -1.24 -1.53
```

Last place for stability: y

--- w ---
Density functional theory data (the ωB97M-V functional and the def2-TZVPD basis) for an isolated molecule of C3H6N2OS.

- LUMO energy (eV) = 0.510
- multiplicity = 1
- Kohn-Sham gap (eV) = 9.08

XYZ file:
```
13
C3H6N2OS (the ωB97M-V functional and the def2-TZVPD basis)
H 2.39 -0.95 -0.79
N 1.51 -0.48 -0.56
C 0.75 -1.33 -0.08
N -0.61 -1.09 0.23
C -1.45 -0.08 -0.17
S -3.06 -0.33 -0.24
O -0.92 1.11 -0.49
C 0.23 1.72 0.21
H 1.03 -2.34 0.23
H -1.20 -1.84 0.57
H -0.10 2.71 0.49
H 0.41 1.18 1.08
H 1.01 1.72 -0.49
```

--- x ---
Density functional theory data (the ωB97M-V functional and the def2-TZVPD basis) for an isolated molecule of C3H6N2OS.

- LUMO energy (eV) = 0.738
- multiplicity = 1
- Kohn-Sham gap (eV) = 9.69

XYZ file:
```
13
C3H6N2OS (the ωB97M-V functional and the def2-TZVPD basis)
C 1.79 0.33 0.03
C 0.20 -0.70 -1.30
C -1.42 0.64 0.54
N 1.42 0.01 -1.07
N 2.26 0.43 1.14
O -1.42 -1.98 0.48
S -0.42 -0.91 0.45
H 0.41 -1.69 -1.70
H -0.49 -0.16 -1.95
H -1.49 0.90 1.60
H -0.93 1.44 -0.01
H -2.40 0.41 0.15
H 2.48 1.27 1.64
```

Last place for stability: x